2 unconnected molecules or ions with the total composition C7H12O, computed with ωB97M-V/def2-TZVPD.

## Properties
**HOMO level**: -8.48 eV
**Orbital gap**: 9.32 eV
**E_tot**: -349.07406 Eh
**Structure (SMILES)**: C=CC(C=C)=CC.O
**Energy above the lowest of the compared OMol25 structures with the same formula, charge and spin**: 46.80 kcal/mol

Bonds (Å) are listed after each position.
Atoms and positions in Å:
1 C 2.77 0.26 0.67  C2 1.316, H8 1.079, H9 1.090
2 C 1.56 -0.23 0.77  C1 1.316, C3 1.473, H10 1.074
3 C 0.31 0.51 0.50  C2 1.473, C4 1.486, C6 1.336
4 C 0.11 0.78 -0.95  C3 1.486, C5 1.336, H11 1.072
5 C 0.57 0.06 -1.98  C4 1.336, H12 1.082, H13 1.083
6 C -0.61 0.74 1.43  C3 1.336, C7 1.498, H14 1.089
7 C -1.96 1.31 1.13  C6 1.498, H15 1.084, H16 1.132, H17 1.087
8 H 3.08 1.19 0.21  C1 1.079
9 H 3.69 -0.27 0.94  C1 1.090
10 H 1.42 -1.22 1.17  C2 1.074
11 H -0.38 1.71 -1.18  C4 1.072
12 H 0.46 0.50 -2.97  C5 1.082
13 H 1.02 -0.91 -1.86  C5 1.083
14 H -0.49 0.46 2.48  C6 1.089
15 H -2.25 1.36 0.08  C7 1.084
16 H -2.69 0.63 1.68  C7 1.132
17 H -2.07 2.24 1.67  C7 1.087
18 O -1.62 -3.00 -0.91  H19 0.970, H20 0.962
19 H -2.12 -3.45 -1.62  O18 0.970
20 H -0.80 -2.66 -1.27  O18 0.962